Run a
{
  "formula": "C4H10N2O2",
  "method": "wB97M-V/def2-TZVPD",
  "multiplicity": 1,
  "lumo_ev": 0.624,
  "orbital_gap_ha": 0.38072,
  "homo_ev": -9.7,
  "elements": ["C", "C", "N", "O", "H", "H", "H", "H", "H", "C", "C", "N", "O", "H", "H", "H", "H", "H"],
  "xyz": [[1.962, 0.306, -1.445], [1.490, -1.108, -1.370], [0.553, -1.475, -2.303], [1.708, -1.833, -0.404], [1.230, 0.930, -0.912], [2.030, 0.749, -2.443], [2.880, 0.518, -0.922], [0.212, -2.416, -2.217], [0.278, -0.890, -3.072], [-1.412, 1.290, 2.497], [-1.917, 0.384, 1.410], [-0.912, -0.163, 0.647], [-3.093, 0.218, 1.161], [-1.815, 1.048, 3.476], [-1.672, 2.320, 2.254], [-0.323, 1.363, 2.509], [-1.116, -0.869, -0.041], [-0.082, -0.372, 1.176]]
}

=====

Run b
{
  "formula": "C4H10N2O2",
  "method": "wB97M-V/def2-TZVPD",
  "multiplicity": 1,
  "lumo_ev": 0.771,
  "orbital_gap_ha": 0.37607,
  "homo_ev": -9.5,
  "elements": ["N", "C", "O", "N", "C", "C", "C", "O", "H", "H", "H", "H", "H", "H", "H", "H", "H", "H"],
  "xyz": [[0.094, -1.585, 2.443], [0.531, -1.686, 1.190], [1.564, -2.246, 0.921], [-0.396, -1.182, 0.172], [-0.676, 0.326, 0.257], [-0.993, 0.936, -1.130], [-0.620, 2.401, -1.577], [0.691, 2.548, -2.051], [0.595, -1.728, 3.301], [-0.912, -2.026, 2.681], [-0.267, -1.356, -0.744], [0.179, 0.854, 0.837], [-1.633, 0.485, 0.818], [-2.119, 0.810, -1.242], [-0.336, 0.388, -1.957], [-0.857, 3.147, -0.829], [-1.250, 2.796, -2.409], [1.218, 1.716, -2.160]]
}

=====

Run c
{
  "formula": "C4H10N2O2",
  "method": "wB97M-V/def2-TZVPD",
  "multiplicity": 1,
  "lumo_ev": 0.761,
  "orbital_gap_ha": 0.37780,
  "homo_ev": -9.5,
  "elements": ["H", "N", "C", "N", "O", "H", "H", "H", "C", "C", "C", "O", "H", "H", "H", "H", "H", "H"],
  "xyz": [[-2.371, -0.588, 0.906], [-1.389, -0.834, 1.007], [-0.621, 0.044, 1.495], [-1.021, 1.374, 1.692], [-0.222, 2.181, 2.517], [0.430, -0.118, 1.703], [-2.008, 1.501, 1.911], [0.055, 2.936, 1.968], [0.527, -1.868, -1.333], [1.241, -0.526, -1.268], [0.406, 0.867, -1.270], [0.826, 1.862, -1.799], [1.226, -2.701, -1.263], [-0.101, -2.003, -0.456], [-0.126, -1.931, -2.200], [1.923, -0.474, -0.414], [1.890, -0.449, -2.144], [-0.666, 0.727, -1.054]]
}

=====

Run d
{
  "formula": "C4H10N2O2",
  "method": "wB97M-V/def2-TZVPD",
  "multiplicity": 1,
  "lumo_ev": 0.688,
  "orbital_gap_ha": 0.32884,
  "homo_ev": -8.3,
  "elements": ["C", "N", "C", "N", "O", "O", "H", "H", "H", "H", "H", "H", "C", "C", "H", "H", "H", "H"],
  "xyz": [[0.315, 0.060, 2.035], [-0.772, 0.048, 1.067], [-0.777, -0.782, 0.018], [-1.479, 1.266, 0.959], [-0.011, -1.865, 0.140], [-1.658, -0.698, -0.941], [-0.163, -2.416, -0.641], [-1.112, 1.765, 0.146], [-2.449, 1.041, 0.760], [1.163, 0.624, 1.637], [0.628, -0.959, 2.248], [-0.052, 0.538, 2.939], [0.516, 0.535, -1.658], [1.709, -0.052, -1.747], [2.646, 0.477, -1.907], [0.515, 1.623, -1.773], [-0.857, -0.077, -1.646], [1.836, -1.127, -1.638]]
}

=====

Name the most stable of them. run a.

=====

Run a
{
  "formula": "C4H10N2O2",
  "method": "wB97M-V/def2-TZVPD",
  "multiplicity": 1,
  "lumo_ev": -0.226,
  "orbital_gap_ha": 0.31977,
  "homo_ev": -8.9,
  "elements": ["C", "C", "N", "N", "H", "H", "H", "H", "H", "H", "C", "C", "O", "O", "H", "H", "H", "H"],
  "xyz": [[1.096, -0.051, -1.462], [0.214, -0.823, -2.363], [0.398, -0.662, 0.533], [-0.284, -1.655, 0.747], [-0.890, -1.547, 1.586], [1.269, 0.990, -1.674], [1.952, -0.570, -1.061], [0.834, -1.184, -3.195], [-0.593, -0.216, -2.768], [-0.193, -1.708, -1.870], [-0.801, 0.843, 2.255], [0.403, 0.588, 1.377], [-0.383, 1.240, -0.436], [1.477, 1.107, 1.526], [-1.250, 0.868, -0.652], [-0.875, 1.919, 2.391], [-1.736, 0.480, 1.831], [-0.638, 0.383, 3.234]]
}

=====

Run b
{
  "formula": "C4H10N2O2",
  "method": "wB97M-V/def2-TZVPD",
  "multiplicity": 1,
  "lumo_ev": 0.510,
  "orbital_gap_ha": 0.38006,
  "homo_ev": -9.8,
  "elements": ["C", "C", "N", "O", "H", "H", "H", "H", "H", "C", "N", "C", "O", "H", "H", "H", "H", "H"],
  "xyz": [[-2.248, -0.698, 0.625], [-2.059, -0.028, 1.954], [-0.687, 0.198, 2.341], [-2.997, 0.386, 2.630], [-1.336, -1.211, 0.306], [-2.519, 0.086, -0.093], [-3.123, -1.341, 0.698], [-0.737, 1.092, 2.892], [-0.454, -0.423, 3.146], [1.548, 1.211, -0.970], [1.648, -0.249, -1.177], [2.192, -0.786, -2.312], [2.583, -0.142, -3.296], [2.385, 1.708, -1.516], [1.636, 1.469, 0.110], [0.586, 1.635, -1.337], [1.273, -0.921, -0.518], [2.273, -1.886, -2.284]]
}

=====

Name the most stable of them. run b.

=====

Run a
{
  "formula": "C3H6N2",
  "method": "wB97M-V/def2-TZVPD",
  "multiplicity": 1,
  "lumo_ev": 1.000,
  "orbital_gap_ha": 0.40201,
  "homo_ev": -9.9,
  "elements": ["C", "C", "N", "H", "H", "H", "C", "N", "H", "H", "H"],
  "xyz": [[0.711, 1.604, -0.315], [0.704, 0.521, -1.274], [0.993, -0.217, -2.126], [1.687, 2.085, -0.299], [0.490, 1.168, 0.663], [-0.077, 2.318, -0.556], [-1.238, -1.484, 1.021], [-0.136, -1.075, 0.579], [-1.609, -2.507, 0.933], [-1.867, -0.790, 1.568], [0.342, -1.623, -0.193]]
}

=====

Run b
{
  "formula": "C3H6N2",
  "method": "wB97M-V/def2-TZVPD",
  "multiplicity": 1,
  "lumo_ev": 0.349,
  "orbital_gap_ha": 0.32232,
  "homo_ev": -8.4,
  "elements": ["C", "C", "C", "N", "N", "H", "H", "H", "H", "H", "H"],
  "xyz": [[-1.409, 0.662, 0.610], [-0.332, -0.071, 1.126], [0.560, -0.814, 0.281], [1.108, -0.819, -0.929], [0.826, 0.315, -1.458], [-2.170, 0.891, 1.199], [-1.232, 0.799, -0.438], [-0.533, -0.570, 2.250], [0.514, -2.090, 0.419], [1.727, 0.358, -2.165], [0.941, 1.339, -0.895]]
}

=====

Run c
{
  "formula": "C3H6N2",
  "method": "wB97M-V/def2-TZVPD",
  "multiplicity": 1,
  "lumo_ev": [-0.172, 0.252],
  "orbital_gap_ha": [0.32660, 0.33168],
  "homo_ev": [-9.1, -8.8],
  "elements": ["C", "C", "C", "N", "N", "H", "H", "H", "H", "H", "H"],
  "xyz": [[-1.527, -0.163, -0.338], [-0.584, -0.979, 0.142], [-0.730, 1.047, 0.027], [0.206, 0.042, 0.739], [2.230, 0.032, -0.134], [-2.495, -0.345, -0.721], [-0.146, -1.940, 0.491], [-0.383, 1.541, -0.797], [-1.130, 1.774, 0.732], [1.878, -0.622, -0.796], [2.682, -0.388, 0.655]]
}

=====

Run d
{
  "formula": "C3H6N2",
  "method": "wB97M-V/def2-TZVPD",
  "multiplicity": 1,
  "lumo_ev": 1.113,
  "orbital_gap_ha": 0.38064,
  "homo_ev": -9.2,
  "elements": ["H", "N", "C", "N", "C", "C", "H", "H", "H", "H", "H"],
  "xyz": [[-2.843, 0.100, 0.277], [-1.854, 0.396, 0.126], [-0.999, -0.528, -0.048], [0.272, -0.202, -0.491], [1.060, 0.893, 0.009], [1.490, -0.518, 0.245], [-1.203, -1.589, -0.188], [0.512, 1.394, 0.849], [1.614, 1.547, -0.677], [1.351, -0.904, 1.241], [2.337, -0.988, -0.178]]
}

=====

Name the most stable of them. run a.

=====

Run a
{
  "formula": "C3H6N2",
  "method": "wB97M-V/def2-TZVPD",
  "multiplicity": 1,
  "lumo_ev": 0.477,
  "orbital_gap_ha": 0.37834,
  "homo_ev": -9.8,
  "elements": ["C", "N", "C", "C", "N", "H", "H", "H", "H", "H", "H"],
  "xyz": [[1.194, -0.709, 0.064], [0.702, 0.458, -0.288], [-0.671, 0.878, 0.154], [-1.986, 0.108, -0.207], [-2.998, -0.608, -0.055], [1.406, -0.680, 1.096], [0.673, -1.541, -0.424], [2.343, -0.840, -0.402], [0.566, 0.468, -1.183], [-0.744, 1.881, -0.122], [-0.485, 0.585, 1.367]]
}

=====

Run b
{
  "formula": "C3H6N2",
  "method": "wB97M-V/def2-TZVPD",
  "multiplicity": 1,
  "lumo_ev": 1.127,
  "orbital_gap_ha": 0.39941,
  "homo_ev": -9.7,
  "elements": ["H", "N", "C", "N", "C", "C", "H", "H", "H", "H", "H"],
  "xyz": [[-2.812, 0.045, 0.149], [-1.882, 0.493, 0.152], [-1.118, -0.470, -0.285], [0.269, -0.298, -0.694], [0.908, 0.937, -0.174], [1.260, -0.439, 0.350], [-1.515, -1.528, -0.382], [0.252, 1.483, 0.491], [1.468, 1.454, -0.909], [0.966, -0.775, 1.350], [2.202, -0.903, -0.049]]
}

=====

Name the most stable of them. run b.

=====

Run a
{
  "formula": "C3H6N2",
  "method": "wB97M-V/def2-TZVPD",
  "multiplicity": 1,
  "lumo_ev": 0.980,
  "orbital_gap_ha": 0.38920,
  "homo_ev": -9.6,
  "elements": ["C", "N", "N", "C", "C", "H", "H", "H", "H", "H", "H"],
  "xyz": [[-1.717, 0.133, -0.110], [-1.115, -1.017, -0.209], [0.376, -1.165, -0.477], [1.072, 0.234, -0.664], [0.890, -0.303, 0.712], [-2.823, 0.217, 0.044], [-1.353, 1.067, 0.061], [2.073, 0.143, -1.104], [0.614, 1.259, -0.693], [1.907, -0.702, 1.132], [0.078, 0.135, 1.309]]
}

=====

Run b
{
  "formula": "C3H6N2",
  "method": "wB97M-V/def2-TZVPD",
  "multiplicity": 1,
  "lumo_ev": 0.936,
  "orbital_gap_ha": 0.36764,
  "homo_ev": -9.1,
  "elements": ["H", "N", "C", "N", "C", "C", "H", "H", "H", "H", "H"],
  "xyz": [[1.261, 2.037, 0.108], [0.417, 1.456, 0.013], [0.538, 0.178, -0.005], [1.691, -0.562, -0.203], [-0.700, -0.566, -0.026], [-1.892, 0.067, -0.170], [1.600, -1.569, 0.226], [2.589, -0.043, -0.099], [-0.808, -1.643, 0.342], [-2.746, -0.528, 0.145], [-1.951, 1.172, -0.331]]
}

=====

Run c
{
  "formula": "C3H6N2",
  "method": "wB97M-V/def2-TZVPD",
  "multiplicity": 1,
  "lumo_ev": 0.634,
  "orbital_gap_ha": 0.40052,
  "homo_ev": -10.3,
  "elements": ["C", "C", "N", "C", "N", "H", "H", "H", "H", "H", "H"],
  "xyz": [[1.250, -0.072, 0.211], [-0.126, -0.101, -0.411], [-0.997, -1.042, 0.145], [-1.126, 2.218, -0.576], [-0.667, 1.421, 0.180], [1.863, 0.713, -0.241], [1.182, 0.118, 1.289], [1.726, -1.043, 0.052], [-0.090, -0.219, -1.505], [-1.911, -1.064, -0.295], [-1.103, -0.928, 1.151]]
}

=====

Run d
{
  "formula": "C3H6N2",
  "method": "wB97M-V/def2-TZVPD",
  "multiplicity": 1,
  "lumo_ev": 0.685,
  "orbital_gap_ha": 0.36970,
  "homo_ev": -9.4,
  "elements": ["H", "N", "N", "H", "C", "C", "C", "H", "H", "H", "H"],
  "xyz": [[-2.580, -0.919, 0.621], [-2.837, -0.428, -0.268], [-1.909, 0.001, -0.988], [-1.006, -0.070, -0.546], [1.076, 0.843, 1.747], [1.059, 0.362, 0.612], [1.238, -0.115, -0.708], [1.294, 1.098, 2.774], [1.357, 0.775, -1.448], [2.058, -0.780, -0.774], [0.249, -0.766, -1.023]]
}

=====

Name the most stable of them. run b.

=====

Run a
{
  "formula": "C4H13N2",
  "method": "wB97M-V/def2-TZVPD",
  "charge": 1,
  "multiplicity": 1,
  "lumo_ev": -2.949,
  "orbital_gap_ha": 0.42003,
  "homo_ev": -14.4,
  "elements": ["C", "C", "N", "H", "H", "H", "H", "H", "C", "N", "C", "H", "H", "H", "H", "H", "H", "H", "H"],
  "xyz": [[-2.135, -0.731, 1.200], [-2.267, 0.813, -0.495], [-1.542, 0.392, 0.428], [-1.334, -1.514, 1.213], [-3.021, -1.264, 0.827], [-2.227, -0.337, 2.214], [-2.037, 1.768, -0.999], [-3.142, 0.270, -0.903], [2.264, -0.179, 0.724], [1.251, 0.501, -0.143], [1.237, -0.042, -1.538], [2.190, 0.147, 1.777], [2.139, -1.265, 0.641], [3.319, 0.070, 0.445], [1.417, 1.538, -0.145], [0.245, 0.362, 0.258], [2.259, 0.077, -1.943], [0.453, 0.491, -2.093], [0.931, -1.099, -1.469]]
}

=====

Run b
{
  "formula": "C4H13N2",
  "method": "wB97M-V/def2-TZVPD",
  "charge": 1,
  "multiplicity": 1,
  "lumo_ev": -2.980,
  "orbital_gap_ha": 0.39431,
  "homo_ev": -13.7,
  "elements": ["C", "N", "C", "C", "C", "N", "H", "H", "H", "H", "H", "H", "H", "H", "H", "H", "H", "H", "H"],
  "xyz": [[-0.382, -0.782, 2.356], [-0.190, 0.201, 1.228], [0.925, -0.409, 0.329], [1.141, 0.585, -0.763], [0.121, 0.422, -2.107], [-1.375, 0.439, -1.622], [0.094, -1.724, 2.329], [-1.473, -0.913, 2.622], [0.053, -0.450, 3.367], [0.029, 1.082, 1.719], [-0.995, 0.232, 0.624], [1.784, -0.737, 0.786], [0.353, -1.286, -0.041], [2.021, 0.515, -1.373], [0.979, 1.636, -0.338], [0.363, -0.494, -2.603], [0.447, 1.183, -2.669], [-2.088, 0.932, -2.146], [-1.806, -0.434, -1.699]]
}

=====

Run c
{
  "formula": "C4H13N2",
  "method": "wB97M-V/def2-TZVPD",
  "charge": 1,
  "multiplicity": 1,
  "lumo_ev": -6.059,
  "orbital_gap_ha": 0.18370,
  "homo_ev": -11.1,
  "elements": ["C", "N", "C", "N", "C", "C", "H", "H", "H", "H", "H", "H", "H", "H", "H", "H", "H", "H", "H"],
  "xyz": [[-0.991, 1.497, -0.167], [-1.952, 0.817, -0.753], [0.262, 1.013, 0.599], [-2.819, -0.535, 2.162], [2.518, 0.257, -0.280], [1.330, 1.205, -0.183], [-0.805, 2.502, -0.509], [-1.522, 0.717, 0.582], [-2.411, 1.497, -1.367], [1.767, -5.060, -3.886], [0.370, 0.752, 1.646], [-2.643, -0.159, 1.250], [-3.158, 0.260, 2.692], [-3.529, -1.255, 2.104], [2.161, -0.482, -0.995], [3.435, 0.652, -0.690], [2.722, -0.177, 0.710], [3.900, -5.433, -1.910], [1.366, 1.931, -1.004]]
}

=====

Name the most stable of them. run a.

=====

Run a
{
  "formula": "C3H4S2",
  "method": "wB97M-V/def2-TZVPD",
  "multiplicity": 1,
  "lumo_ev": 0.308,
  "orbital_gap_ha": 0.32352,
  "homo_ev": -8.5,
  "elements": ["C", "C", "C", "S", "S", "H", "H", "H", "H"],
  "xyz": [[-0.305, 1.157, 0.005], [-0.883, 0.040, -0.366], [-1.016, -1.274, -0.266], [1.585, 0.974, -0.052], [1.902, -0.934, 0.143], [-0.644, 2.136, -0.243], [-1.008, -1.607, -1.327], [-1.156, -1.895, 0.717], [1.526, 1.403, 1.388]]
}

=====

Run b
{
  "formula": "C3H4S2",
  "method": "wB97M-V/def2-TZVPD",
  "multiplicity": 1,
  "lumo_ev": 0.750,
  "orbital_gap_ha": 0.31613,
  "homo_ev": -7.9,
  "elements": ["C", "C", "S", "C", "S", "H", "H", "H", "H"],
  "xyz": [[0.383, -1.029, -0.954], [1.044, -0.852, 0.149], [0.495, 0.255, 1.287], [-0.713, 1.230, 0.434], [-0.899, 0.309, -1.188], [0.153, -1.972, -1.726], [1.859, -1.567, 0.713], [-1.701, 1.271, 1.119], [-0.619, 2.356, 0.166]]
}

=====

Name the most stable of them. run b.

=====

Run a
{
  "formula": "C3H4S2",
  "method": "wB97M-V/def2-TZVPD",
  "multiplicity": 1,
  "lumo_ev": [-2.233, -2.321],
  "orbital_gap_ha": [0.24751, 0.24782],
  "homo_ev": [-9.0, -9.1],
  "elements": ["C", "C", "C", "S", "S", "H", "H", "H", "H"],
  "xyz": [[1.107, 1.141, -0.820], [-0.609, -0.079, 0.534], [0.553, -0.029, -0.380], [2.612, 1.156, -1.677], [-2.285, 1.076, 0.880], [0.611, 2.094, -0.865], [-1.024, -0.979, 0.453], [-0.441, 0.308, 1.494], [0.986, -0.960, -0.795]]
}

=====

Run b
{
  "formula": "C3H4S2",
  "method": "wB97M-V/def2-TZVPD",
  "multiplicity": 1,
  "lumo_ev": -1.076,
  "orbital_gap_ha": 0.29866,
  "homo_ev": -9.2,
  "elements": ["C", "C", "C", "S", "H", "H", "S", "H", "H"],
  "xyz": [[0.966, -1.109, 2.594], [0.600, -0.995, 1.472], [0.204, -1.139, 0.099], [-0.935, -2.160, -0.402], [1.283, -1.251, 3.580], [0.621, -0.289, -0.595], [-1.496, 2.129, -2.306], [-0.362, 1.554, -1.916], [-0.882, 3.260, -2.526]]
}

=====

Run c
{
  "formula": "C3H4S2",
  "method": "wB97M-V/def2-TZVPD",
  "multiplicity": 1,
  "lumo_ev": 0.674,
  "orbital_gap_ha": 0.34724,
  "homo_ev": -8.8,
  "elements": ["C", "S", "C", "S", "C", "H", "H", "H", "H"],
  "xyz": [[-0.925, 0.102, 0.780], [-0.231, 1.727, 0.063], [0.781, 0.481, -0.820], [1.948, -0.413, 0.216], [0.155, -0.689, -0.114], [-1.943, -0.214, 0.424], [-0.865, 0.054, 1.913], [1.291, 0.556, -1.863], [-0.212, -1.604, -0.600]]
}

=====

Name the most stable of them. run c.